Here is the molecule C20H28N4O2 from the OMol25 dataset. Energies are from ωB97M-V with the def2-TZVPD basis set.

Total charge   0
Kohn-Sham gap   8.471 eV
Calculated total energy   -1148.43906 hartree
SMILES   C/C=C(\C)C(=O)NCCN1C2=NC[C@@H](C)N2C[C@H]1Cc1ccc(O)cc1
HOMO energy   -0.283 Eh

Structure (XYZ):
```
54
Properties=species:S:1:pos:R:3:forces:R:3
C 0.416429 -4.852179 0.377788 0.0 0.0 -0.2
C -0.597308 -3.786247 0.149688 -0.1 0.1 0.0
C -0.995773 -3.252189 -1.005972 0.2 -0.2 0.2
C -2.013553 -2.167583 -0.916826 -0.2 -0.1 0.0
O -2.676579 -1.965807 0.088276 -0.1 0.2 0.2
N -2.192136 -1.443676 -2.056465 0.0 0.0 -0.2
H -1.451908 -1.468955 -2.741265 0.1 -0.1 0.1
C -2.955593 -0.222421 -2.024644 -0.1 0.3 0.1
H -3.665465 -0.313971 -1.199212 0.0 0.0 -0.2
H -3.504491 -0.107538 -2.963416 0.0 0.0 0.1
C -2.030861 0.993385 -1.810947 -0.1 -0.3 -0.2
N -1.178201 0.839143 -0.668864 -0.1 -0.2 0.1
C -0.057828 0.074505 -0.697662 0.7 -0.2 0.0
N 0.735958 -0.270226 -1.644178 -0.4 0.4 -0.5
C 1.843691 -0.952346 -0.984217 0.0 -0.2 0.0
H 2.780912 -0.471359 -1.276559 0.1 -0.1 0.1
H 1.882753 -1.996229 -1.310318 0.1 0.0 0.0
C 1.609478 -0.851089 0.557464 0.4 0.0 0.2
N 0.269105 -0.330205 0.558478 -0.3 0.2 -0.2
C -0.653905 0.141390 1.546320 -0.1 -0.3 0.4
H -1.161189 -0.700553 2.033663 0.0 0.1 0.0
H -0.162038 0.753708 2.309762 -0.1 0.0 0.0
C -1.648981 0.976485 0.702710 -0.4 0.3 0.3
C -1.665389 2.465931 1.112114 0.1 -0.3 -0.1
C -0.280490 3.045403 1.125971 -0.2 0.1 0.1
C 0.387623 3.263133 2.323503 0.0 0.1 -0.1
C 1.689046 3.732153 2.341218 0.2 0.1 0.0
C 2.351281 3.987671 1.147888 -0.3 -0.1 0.1
C 1.687676 3.783385 -0.058116 0.3 0.1 0.1
C 0.387397 3.321960 -0.062792 0.1 0.1 0.1
H -0.113149 3.168323 -1.005652 0.0 0.0 -0.1
H 2.209651 3.989746 -0.978770 0.1 0.0 -0.1
O 3.635751 4.439331 1.112865 0.2 0.1 0.0
H 3.970399 4.541438 2.011792 -0.1 0.0 -0.1
H 2.194473 3.896953 3.284345 0.0 0.0 0.1
H -0.115019 3.073562 3.262170 -0.1 0.0 0.1
H -2.292699 3.010108 0.403098 -0.1 0.0 0.1
H -2.118486 2.546083 2.101528 -0.1 0.1 0.0
H -2.661032 0.567098 0.799277 0.1 0.0 0.0
C 2.603616 0.084781 1.244255 -0.3 -0.2 -0.1
H 3.612326 -0.308784 1.146647 0.1 0.0 0.0
H 2.368455 0.181244 2.302683 0.0 0.1 0.1
H 2.560010 1.070610 0.785537 0.0 0.1 -0.1
H 1.639403 -1.839356 1.033996 0.0 0.1 -0.1
H -2.633762 1.898637 -1.698173 0.1 0.0 -0.1
H -1.372859 1.102754 -2.677853 -0.1 0.1 0.0
C -0.491844 -3.640502 -2.364054 0.1 -0.1 0.1
H 0.059195 -4.575490 -2.320849 0.0 0.0 -0.1
H -1.325139 -3.769538 -3.053300 0.0 0.0 -0.1
H 0.172918 -2.871887 -2.760535 0.1 0.1 -0.1
H -1.070324 -3.406357 1.047168 -0.1 0.1 0.0
H -0.072190 -5.740553 0.779479 0.0 -0.1 0.1
H 1.141788 -4.517887 1.119121 0.1 0.0 0.1
H 0.948855 -5.125990 -0.528166 0.1 -0.1 0.0
```
Positions in Å, forces in eV/Å.

Mulliken charges in e:
1. C -1.4219
2. C -0.1361
3. C 0.6906
4. C 0.5758
5. O -0.7021
6. N -0.1455
7. H 0.3305
8. C -1.0344
9. H 0.4551
10. H 0.4096
11. C -0.9566
12. N 0.5638
13. C -0.4274
14. N -0.7722
15. C -0.7581
16. H 0.4666
17. H 0.1817
18. C 0.3074
19. N 0.9098
20. C -0.9694
21. H 0.2092
22. H 0.3941
23. C 0.0027
24. C -1.4560
25. C 0.3745
26. C -0.5060
27. C -0.6477
28. C 0.8445
29. C -0.7114
30. C -0.1868
31. H 0.2346
32. H 0.4127
33. O -0.5645
34. H 0.2793
35. H 0.2933
36. H 0.4153
37. H 0.4263
38. H 0.5113
39. H 0.6612
40. C -1.6190
41. H 0.5129
42. H 0.3824
43. H 0.2198
44. H 0.1323
45. H 0.4064
46. H 0.5240
47. C -1.7542
48. H 0.4378
49. H 0.4089
50. H 0.3672
51. H 0.3945
52. H 0.3777
53. H 0.3062
54. H 0.3492

***

Here is the molecule C5H6N2Si at a distorted geometry from the OMol25 dataset. Energies are from ωB97M-V with the def2-TZVPD basis set.

Total charge   0
Kohn-Sham gap (spin up / spin down)   4.678 / 6.635 eV
<S²>   2.0100
Calculated total energy   -592.85381 hartree
2S+1   3
HOMO energy (spin up / spin down)   -0.179 / -0.427 Eh

Structure (XYZ):
```
14
Properties=species:S:1:pos:R:3:forces:R:3
C -0.149655 1.948971 0.180909 0.5 -3.2 0.3
C -0.043646 -0.630769 1.894305 0.1 1.0 -0.3
C 2.328585 -0.390070 -0.753829 1.8 -1.2 -1.0
C 1.161328 -0.950194 -0.817414 1.9 -1.2 -2.1
C -2.237957 -0.028882 -0.204085 0.2 2.7 3.6
N 0.111084 3.058652 0.019861 0.1 1.2 -0.1
N 0.367046 -0.842365 2.958889 -0.1 -0.3 -0.3
Si -0.433035 0.057322 0.219279 -1.9 2.9 2.3
H 3.196244 -1.008119 -1.224344 -1.0 0.7 1.4
H 2.612533 0.559893 -0.356935 -0.1 0.8 -0.1
H 0.888674 -1.841717 -1.371090 -0.6 0.1 0.0
H -2.722196 0.000016 0.814003 0.3 -0.8 -0.8
H -2.627781 0.891319 -0.595004 0.3 0.5 -0.8
H -2.451226 -0.824059 -0.764545 -1.4 -3.1 -2.1
```
Positions in Å, forces in eV/Å.

Mulliken charges in e:
1. C 0.1368
2. C 0.2472
3. C -0.5170
4. C -0.2273
5. C -1.0918
6. N -0.4688
7. N -0.4530
8. Si 0.3978
9. H 0.2171
10. H 0.3276
11. H 0.3908
12. H 0.3080
13. H 0.3412
14. H 0.3913

***

Here is a structure of composition C4H11N2O4S2 at a distorted geometry from the OMol25 dataset. Energies are from ωB97M-V with the def2-TZVPD basis set.

Total charge   -1
Kohn-Sham gap   8.991 eV
Calculated total energy   -1365.91462 hartree
HOMO energy   -0.208 Eh

Structure (XYZ):
```
23
Properties=species:S:1:pos:R:3:forces:R:3
C 1.587429 -1.479052 -0.107616 0.4 -0.2 -0.1
C 2.283676 -0.202405 0.304155 -0.3 0.2 0.4
C 1.709938 1.098467 -0.249691 0.0 -0.1 -0.3
C 0.194678 1.232224 -0.374948 0.5 -0.2 0.0
S -0.698335 1.141328 1.167551 -0.9 0.4 0.0
O -0.568717 2.459436 1.710795 0.0 1.1 0.3
O -0.133225 0.109964 1.985786 0.3 -1.0 0.1
N -2.266291 0.952145 0.813143 1.1 -0.7 -0.4
S -2.762465 -0.446806 0.238770 -0.4 0.7 0.4
N -2.141711 -0.636619 -1.323603 0.2 -0.3 -0.3
O -2.340550 -1.615325 0.949344 0.7 -0.5 0.4
O -4.169431 -0.318236 0.036555 -1.2 0.2 -0.3
H 1.853744 -1.798780 -1.110707 -0.1 0.0 -0.3
H 1.901187 -2.268799 0.561770 0.1 -0.3 0.2
H 0.518108 -1.422617 -0.013197 -0.5 0.1 0.1
H 2.247930 -0.153439 1.381236 -0.1 0.1 0.4
H 3.335274 -0.262344 0.046482 0.3 0.0 -0.2
H 2.087353 1.227123 -1.261504 0.1 0.1 -0.3
H 2.086009 1.944704 0.310205 0.2 0.2 0.3
H -0.017618 2.223619 -0.744224 -0.2 0.3 -0.1
H -0.191040 0.544741 -1.105982 -0.3 -0.4 -0.1
H -1.580776 -1.482276 -1.295455 0.1 0.1 0.0
H -2.935166 -0.847053 -1.918864 -0.1 0.2 0.0
```
Positions in Å, forces in eV/Å.

Mulliken charges in e:
1. C -0.9157
2. C -0.4597
3. C -0.8151
4. C -0.7760
5. S 1.1951
6. O -0.7660
7. O -0.6306
8. N -0.5115
9. S 1.1160
10. N -0.6855
11. O -0.6358
12. O -0.7248
13. H 0.3263
14. H 0.3451
15. H 0.1035
16. H 0.3073
17. H 0.4240
18. H 0.3719
19. H 0.2833
20. H 0.4279
21. H 0.4580
22. H 0.2222
23. H 0.3400

***

Here is a structure of composition C4H5NO at a distorted geometry from the OMol25 dataset. Energies are from ωB97M-V with the def2-TZVPD basis set.

Total charge   0
Kohn-Sham gap   9.406 eV
Calculated total energy   -285.26678 hartree
HOMO energy   -0.361 Eh

Structure (XYZ):
```
11
Properties=species:S:1:pos:R:3:forces:R:3
O -0.750321 2.654425 -0.242692 0.2 0.1 0.1
C -0.438987 1.416686 -0.137375 0.3 -0.1 0.0
N 0.731542 1.716386 0.268144 -0.7 0.7 -0.3
C 0.983055 -0.860425 0.329030 0.0 -0.1 0.1
C -0.433952 -0.942526 -0.155399 0.0 0.2 0.0
C -1.134862 0.171693 -0.392837 0.1 -0.2 0.1
H 1.159629 0.089516 0.860386 0.1 -0.4 0.0
H 1.231096 -1.641368 1.046622 0.0 -0.2 -0.2
H 1.690436 -0.897752 -0.508797 -0.1 -0.1 0.1
H -0.879401 -1.922033 -0.319113 0.1 0.2 0.0
H -2.158237 0.215398 -0.747969 0.1 -0.1 0.0
```
Positions in Å, forces in eV/Å.

Mulliken charges in e:
1. O -0.5037
2. C 0.9724
3. N -0.4466
4. C -1.1484
5. C -0.0135
6. C -0.6654
7. H 0.4176
8. H 0.3447
9. H 0.3022
10. H 0.3837
11. H 0.3571

***

Q: total charge of number 1 (C20H28N4O2)?
A: 0